(1)
The following is a quantum chemistry calculation of a molecular structure, C5H7BrNYb, from the OMol25 dataset.

```
15
Properties=species:S:1:pos:R:3
C -0.094 -2.309 -1.135
C -0.106 -1.942 0.129
N -0.184 -1.503 1.397
C 0.414 -0.101 1.337
Br 0.975 0.523 3.098
C -0.691 0.811 0.645
C -0.229 1.430 -0.745
H 0.005 -2.182 -2.284
H 1.275 -0.187 0.623
H -0.963 1.657 1.330
H -1.638 0.241 0.475
H -0.226 0.629 -1.532
H 0.749 1.943 -0.581
H -1.009 2.178 -1.038
Yb 1.723 -1.189 -1.720
```

Properties
Total charge ... +1
Total energy ... -108348.1148 eV
Spin multiplicity ... 1
HOMO energy ... -11.9 eV
Kohn-Sham gap ... 5.99 eV

Here are the Löwdin charges for atoms 1 to 6, given in e: C -0.164; C -0.338; N -0.003; C -0.796; Br 0.717; C -0.257

***

(2)
The following is a quantum chemistry calculation of a single C5H7BrO molecule, from the OMol25 dataset.

```
14
Properties=species:S:1:pos:R:3
O 0.149 2.221 0.533
C 0.753 1.037 0.225
C 0.179 0.199 -0.910
C -0.668 -0.686 -0.016
C 0.159 -0.368 1.228
C 0.002 -1.114 2.373
Br 0.981 -0.778 3.965
H 0.319 2.350 1.444
H 1.780 1.070 0.372
H 0.990 -0.378 -1.307
H -0.345 0.709 -1.646
H -1.633 -0.349 0.017
H -0.738 -1.817 -0.357
H -0.685 -2.030 2.316
```

Properties
Total energy ... -77385.3040 eV
Spin multiplicity ... 1
HOMO energy ... -9.0 eV
SMILES ... O[C@@H]1CC/C1=C/Br
Kohn-Sham gap ... 9.75 eV

Here are the Löwdin charges for atoms 1 to 6, given in e: O 0.030; C -0.238; C -0.139; C -0.188; C -0.183; C -0.601

***

(3)
The following is a quantum chemistry calculation of 2 unconnected molecules or ions with the total composition C5H7Cl2F3O2, from the OMol25 dataset.

```
19
Properties=species:S:1:pos:R:3
C 0.685 -1.288 3.001
C 0.786 -1.465 1.508
O 0.966 -0.257 0.770
C -0.163 0.486 0.711
O -1.198 0.201 1.226
C -0.002 1.800 0.044
F -1.153 2.492 0.117
F 0.906 2.476 0.694
F 0.373 1.672 -1.217
H 1.387 -0.487 3.251
H 0.966 -2.183 3.560
H -0.382 -1.093 3.170
H -0.130 -1.872 1.164
H 1.572 -2.191 1.308
Cl 0.069 -0.229 -5.146
C -0.971 0.466 -3.834
Cl -1.448 -0.715 -2.645
H -0.470 1.292 -3.333
H -1.793 0.894 -4.350
```

Properties
Total energy ... -42590.6978 eV
Spin multiplicity ... 1
HOMO energy ... -11.0 eV
SMILES ... CCOC(=O)C(F)(F)F.ClCCl
Kohn-Sham gap ... 11.81 eV

Here are the Löwdin charges for atoms 1 to 6, given in e: C -0.058; C -0.228; O 0.043; C -0.404; O 0.174; C -0.602

***

(4)
The following is a quantum chemistry calculation of 2 unconnected molecules or ions with the total composition C5H7Cl2O2P, from the OMol25 dataset.

```
17
Properties=species:S:1:pos:R:3
C 0.129 0.017 2.633
C 0.129 0.757 1.518
C -1.146 1.411 1.173
C -1.764 -1.239 -1.905
C 1.146 0.857 0.515
O -1.647 1.675 0.138
O 0.562 -2.823 -1.591
P -0.194 -1.743 -1.011
Cl -1.981 1.903 2.732
Cl -0.728 -2.216 0.863
H 1.087 -0.624 2.955
H -0.734 0.065 3.332
H -1.620 -0.705 -2.878
H -2.173 -2.192 -2.194
H -2.249 -0.598 -1.198
H 0.978 1.485 -0.322
H 2.105 0.435 0.626
```

Properties
Total energy ... -43725.0946 eV
Spin multiplicity ... 1
HOMO energy (spin up / spin down) ... -8.6 / -8.7 eV
Kohn-Sham gap (spin up / spin down) ... 7.57 / 7.30 eV

Here are the Löwdin charges for atoms 1 to 6, given in e: C -0.056; C -0.488; C -0.718; C -0.221; C 0.086; O 0.078

***

(5)
The following is a quantum chemistry calculation of 2 unconnected molecules or ions with the total composition C5H7ClN2, from the OMol25 dataset.

```
15
Properties=species:S:1:pos:R:3
C -1.963 0.555 -1.890
C 1.391 -1.683 0.689
C -0.600 0.830 0.205
C 2.204 -0.256 -1.085
C -0.748 1.040 1.652
N -1.384 0.634 -0.718
N 1.945 -1.079 -0.251
Cl 3.559 -0.491 -2.289
H -2.398 -0.429 -2.306
H -2.211 1.519 -2.343
H 1.919 -1.515 1.576
H 0.506 -2.322 0.692
H -1.699 1.575 1.820
H 0.217 1.584 2.142
H -0.739 0.039 2.108
```

Properties
Total energy ... -20794.9016 eV
Spin multiplicity ... 1
HOMO energy ... -7.3 eV
Kohn-Sham gap ... 7.32 eV

Here are the Löwdin charges for atoms 1 to 6, given in e: C -0.062; C -0.013; C -0.137; C -0.472; C -0.112; N -0.059

***

(6)
The following is a quantum chemistry calculation of 2 unconnected molecules or ions with the total composition C5H7ClN2O2S, from the OMol25 dataset.

```
18
Properties=species:S:1:pos:R:3
O -2.417 2.716 -0.956
N -1.777 1.773 -0.177
C -1.398 2.275 0.933
C -0.692 1.463 1.932
C -0.405 0.175 1.754
Cl 0.426 -0.767 2.938
H -2.649 2.220 -1.755
H -1.597 3.326 1.155
H -0.401 1.961 2.852
H -0.670 -0.373 0.856
C 0.231 -1.287 -1.391
N 0.371 -2.430 -1.930
O 1.697 -2.841 -1.907
C 2.453 -2.146 -0.926
S 1.666 -0.514 -0.736
H -0.741 -0.807 -1.375
H 3.477 -2.056 -1.294
H 2.427 -2.688 0.027
```

Properties
Total energy ... -35726.9465 eV
Spin multiplicity ... 1
HOMO energy ... -8.9 eV
SMILES ... O/N=C/C=C/Cl.C1=NOCS1
Kohn-Sham gap ... 9.01 eV

Here are the Löwdin charges for atoms 1 to 6, given in e: O -0.055; N -0.018; C -0.153; C -0.161; C -0.611; Cl 0.615

***

(7)
The following is a quantum chemistry calculation of 3 unconnected molecules or ions with the total composition C5H7ClNO4, from the OMol25 dataset.

```
18
Properties=species:S:1:pos:R:3
C 0.265 2.970 0.520
C -2.133 -0.682 0.256
C -0.744 -1.412 0.029
C -0.208 -1.213 -1.197
C 2.638 -0.934 0.603
N 2.279 -2.048 0.491
O -0.798 2.702 -0.413
O 2.473 -3.215 0.376
O -0.075 3.338 1.645
O 1.406 2.733 0.022
Cl 2.216 0.677 0.578
H -1.858 0.297 0.669
H -2.435 -0.603 -0.728
H -2.743 -1.239 1.010
H -0.208 2.515 -1.148
H -0.192 -1.768 0.894
H -0.753 -0.845 -2.086
H 0.869 -1.273 -1.523
```

Properties
Total charge ... -1
Total energy ... -27498.2517 eV
Spin multiplicity ... 1
HOMO energy ... -5.2 eV
Kohn-Sham gap ... 8.39 eV

Here are the Löwdin charges for atoms 1 to 6, given in e: C -0.815; C -0.088; C -0.198; C -0.056; C -0.508; N -0.244

***

(8)
The following is a quantum chemistry calculation of a single C5H7ClO molecule, from the OMol25 dataset.

```
14
Properties=species:S:1:pos:R:3
C -1.921 -2.318 -0.223
C -0.895 -1.396 0.109
C -0.091 -0.533 0.325
C 1.090 0.228 0.498
Cl 2.560 -0.806 0.547
O 1.356 1.151 -0.519
C 0.983 2.397 -0.278
H -2.826 -1.886 -0.810
H -2.500 -2.743 0.555
H -1.514 -3.240 -0.804
H 1.085 0.784 1.520
H 1.298 3.109 -1.181
H 1.561 2.833 0.558
H -0.186 2.420 -0.296
```

Properties
Total energy ... -19865.0643 eV
Spin multiplicity ... 1
HOMO energy ... -10.0 eV
SMILES ... CC#C[C@@H](Cl)OC
Kohn-Sham gap ... 10.79 eV

Here are the Löwdin charges for atoms 1 to 6, given in e: C -0.119; C -0.073; C -0.046; C -0.752; Cl 0.643; O -0.236

***

(9)
The following is a quantum chemistry calculation of a single C5H7ClO2S molecule, from the OMol25 dataset.

```
16
Properties=species:S:1:pos:R:3
C 1.038 0.023 -0.198
C 0.669 -1.102 0.192
C -1.197 1.392 0.553
C -0.726 -1.429 0.650
C 2.090 0.915 -0.676
O -1.542 -0.110 -1.613
O -3.124 -0.350 0.238
S -1.783 -0.139 -0.199
Cl 1.886 -2.411 0.138
H -0.981 1.109 1.561
H -1.474 2.359 0.103
H -1.048 -2.454 0.278
H -1.029 -1.351 1.757
H 3.025 0.825 -0.343
H 1.880 2.044 -0.665
H 2.314 0.679 -1.777
```

Properties
Total energy ... -32745.3241 eV
Spin multiplicity ... 1
HOMO energy (spin up / spin down) ... -9.7 / -9.1 eV
Kohn-Sham gap (spin up / spin down) ... 8.77 / 7.99 eV

Here are the Löwdin charges for atoms 1 to 6, given in e: C -0.124; C -0.733; C 0.003; C -0.226; C -0.071; O -0.322

***

| no. | largest force on an atom (eV/A) | M (g mol⁻¹) |
| --- | --- | --- |
| 1 | 5.01 | 334.1 |
| 2 | 4.21 | 163.0 |
| 3 | 2.23 | 227.0 |
| 4 | 3.91 | 201.0 |
| 5 | 3.66 | 130.6 |
| 6 | 0.62 | 194.6 |
| 7 | 4.23 | 180.6 |
| 8 | 5.15 | 118.6 |
| 9 | 5.26 | 166.6 |